[1]
Entry from OMol25: the ion C6H16N6 with charge +2 at a distorted geometry (ωB97M-V with the def2-TZVPD basis set).

The HOMO energy is -16.068 eV. As for the structure (SMILES): C=C(N)N/C(N)=N\C(=[NH2+])[NH+](C)C. The net charge is +2. The HOMO-LUMO gap is 0.3163 hartree. As for the energy: -15404.5093 eV. The value obtained for the relative energy (zero: lowest compared OMol25 entry of this formula, charge and spin) is 198.74 kJ/mol.

```
28
Properties=species:S:1:pos:R:3:forces:R:3
C 1.774 0.946 0.493 2.48 -1.03 3.00
C 0.559 1.414 -1.481 1.23 -1.34 2.51
C 1.631 -0.433 0.491 -1.00 0.68 3.39
C -0.589 0.008 0.086 1.23 2.35 -0.24
C -0.867 -2.265 1.084 -0.29 -0.22 -0.52
C -2.336 -1.451 -0.757 -0.20 1.84 -0.36
N -0.374 0.656 -1.092 -2.68 -1.96 0.51
N 1.584 1.684 -0.579 -0.01 3.25 -2.01
N 2.288 1.563 1.572 -0.66 -0.22 -0.23
N 0.620 1.853 -2.673 -0.79 1.26 -2.61
N -1.190 0.659 1.109 0.14 1.61 -0.15
N -0.941 -1.392 -0.149 0.12 -1.51 0.38
H 1.595 -0.809 -0.445 0.38 -1.76 -2.65
H 1.939 -1.049 1.402 -0.43 1.07 -1.60
H 0.048 -2.047 1.625 0.45 -1.01 -0.58
H -1.611 -2.116 1.828 -1.22 1.21 0.24
H -1.219 -3.232 0.718 1.33 -0.45 0.21
H -2.526 -2.362 -1.299 0.48 -0.37 -0.30
H -3.077 -1.425 0.063 0.45 0.48 -0.50
H -2.291 -0.536 -1.433 -0.93 -1.44 0.75
H 1.785 2.695 -0.506 0.18 -0.82 -0.07
H 2.570 0.987 2.325 0.34 -0.49 0.66
H 2.373 2.543 1.755 -0.10 0.44 -0.41
H -0.197 1.761 -3.238 -0.59 -0.24 -0.29
H 1.379 2.228 -3.178 1.28 0.59 0.13
H -1.124 1.732 1.225 -0.10 -2.64 -0.64
H -1.551 0.189 1.919 -0.03 -0.24 0.14
H -0.254 -1.803 -0.866 -1.09 0.99 1.26
```
Forces are in eV/Å.

***

[2]
Entry from OMol25: a cluster of 2 separate species, BrH3NP in total at a distorted geometry (ωB97M-V with the def2-TZVPD basis set).

The HOMO energy (alpha / beta) is -7.957 / -7.962 eV. The HOMO-LUMO gap (alpha / beta) is 0.2545 / 0.2546 hartree. As for the energy: -80867.6515 eV. The value obtained for the relative energy (zero: lowest compared OMol25 entry of this formula, charge and spin) is 274.08 kJ/mol.

```
6
Properties=species:S:1:pos:R:3:forces:R:3
N 0.417 0.302 0.875 0.52 -4.31 0.57
P -1.607 0.574 -1.843 0.08 -0.11 -0.05
Br -0.664 -1.091 -2.891 -0.05 0.11 0.09
H -0.033 -0.523 1.412 -1.14 2.73 -0.20
H 1.215 -0.361 1.015 0.99 1.47 -1.30
H 0.673 1.098 1.431 -0.39 0.10 0.90
```
Forces are in eV/Å.

***

[3]
Entry from OMol25: a cluster of 3 separate species, CHF3N2OS in total at a distorted geometry (ωB97M-V with the def2-TZVPD basis set).

The HOMO energy (alpha / beta) is -6.547 / -10.310 eV. As for the multiplicity: 3. Its expectation value of S² is 2.01. The HOMO-LUMO gap (alpha / beta) is 0.2641 / 0.2640 hartree. As for the energy: -25064.2093 eV. The value obtained for the relative energy (zero: lowest compared OMol25 entry of this formula, charge and spin) is 0.00 kJ/mol.

```
9
Properties=species:S:1:pos:R:3:forces:R:3
C -0.727 -1.505 0.310 -0.62 -0.04 -0.54
N 1.356 0.138 0.815 -1.89 -4.78 3.51
N 1.626 1.027 0.159 1.87 1.61 -0.92
O -1.485 -0.633 0.085 0.00 0.55 -0.01
F -1.010 1.949 -0.803 0.25 -1.59 0.16
F -0.822 -2.312 1.317 0.37 -0.23 0.34
F 0.208 -1.897 -0.507 0.30 -0.31 0.03
S 1.818 2.241 -0.714 0.22 3.31 -2.47
H -0.965 0.992 -0.662 -0.50 1.47 -0.11
```
Forces are in eV/Å.

***

[4]
Entry from OMol25: a cluster of 2 separate species, C4H3NO2 in total at a distorted geometry (ωB97M-V with the def2-TZVPD basis set).

The HOMO energy is -9.566 eV. The HOMO-LUMO gap is 0.3780 hartree. As for the energy: -9779.6829 eV. The value obtained for the relative energy (zero: lowest compared OMol25 entry of this formula, charge and spin) is 193.33 kJ/mol.

```
10
Properties=species:S:1:pos:R:3:forces:R:3
C -0.650 1.101 -0.034 0.27 -0.46 -0.26
C -0.513 -2.528 1.659 -0.10 -2.05 -0.41
C -1.300 -0.319 1.874 0.06 1.03 1.12
C 0.394 1.881 -0.326 -1.27 0.66 0.41
N -0.697 0.291 1.058 0.79 -0.78 1.27
O -1.283 -3.353 1.555 0.69 0.63 0.04
O -1.747 -0.854 2.821 -0.54 0.30 -0.22
H -1.554 0.822 -0.547 -0.11 1.29 -1.32
H 0.214 2.681 -1.032 0.39 -0.35 -0.53
H 1.240 1.991 0.346 -0.18 -0.26 -0.10
```
Forces are in eV/Å.

***

[5]
Entry from OMol25: the molecule C3H3FP2 at a distorted geometry (ωB97M-V with the def2-TZVPD basis set).

The HOMO energy (alpha / beta) is -8.985 / -8.985 eV. The HOMO-LUMO gap (alpha / beta) is 0.2965 / 0.2964 hartree. As for the energy: -24450.2613 eV. The value obtained for the relative energy (zero: lowest compared OMol25 entry of this formula, charge and spin) is 215.09 kJ/mol.

```
9
Properties=species:S:1:pos:R:3:forces:R:3
C 1.237 -1.214 -0.209 -0.19 -0.59 -0.05
C -1.028 0.301 -0.528 0.28 -0.76 0.07
C 1.915 -0.089 -0.249 -1.85 2.72 -0.17
F 3.213 0.129 -0.122 -0.52 -0.22 0.05
P -0.544 -1.316 -0.469 -0.19 1.01 -0.04
P -0.029 1.781 -0.398 2.28 -2.20 0.04
H 1.711 -2.187 -0.115 0.26 0.05 0.02
H -2.070 0.455 -0.784 -0.16 -0.05 -0.01
H 0.029 1.795 1.017 0.09 0.03 0.09
```
Forces are in eV/Å.

***

[6]
Entry from OMol25: a structure of composition C30H35FeN6O5SbTe at a distorted geometry (ωB97M-V with the def2-TZVPD basis set).

The HOMO energy (alpha / beta) is 0.609 / 0.796 eV. The net charge is -2. As for the multiplicity: 5. Its expectation value of S² is 6.11. The HOMO-LUMO gap (alpha / beta) is 0.1253 / 0.1185 hartree. As for the energy: -99072.2186 eV. The value obtained for the relative energy (zero: lowest compared OMol25 entry of this formula, charge and spin) is 254.19 kJ/mol.

```
79
Properties=species:S:1:pos:R:3:forces:R:3
Fe -2.012 -0.884 2.022 -1.94 0.89 -1.57
O -0.249 -0.570 2.647 2.12 3.25 2.59
N -0.030 0.373 3.544 -0.44 -1.48 -1.11
N -1.092 1.048 3.928 -0.83 -1.80 -2.33
O -2.308 0.846 3.379 0.99 0.05 0.34
C -0.992 1.938 4.951 0.47 1.29 1.80
C 0.255 2.183 5.574 -0.51 -0.37 -0.56
C 0.335 3.053 6.630 -0.15 0.41 0.45
C -0.800 3.705 7.115 -0.11 -0.07 -0.14
C -2.032 3.462 6.508 0.50 0.44 0.64
C -2.137 2.602 5.446 0.26 -0.75 -0.84
H 1.121 1.652 5.215 0.06 0.02 -0.02
H 1.297 3.225 7.100 -0.01 0.00 0.00
H -0.727 4.381 7.956 0.01 0.04 0.05
H -2.922 3.950 6.892 0.01 -0.02 -0.05
H -3.095 2.398 4.995 0.04 -0.11 -0.11
N -2.076 -2.273 -0.169 -0.09 0.37 -0.39
N -3.320 -1.934 -0.745 0.39 -0.04 -0.37
C -4.082 -0.895 -0.123 0.17 -0.60 0.25
O -4.918 -0.346 -0.843 -0.59 0.36 -0.75
O -3.869 -0.691 1.094 0.10 0.74 -0.07
H -1.311 -1.716 -0.551 -0.26 -0.11 -0.17
H -1.880 -3.260 -0.314 -0.11 0.18 0.41
H -3.330 -1.865 -1.762 -0.01 0.15 0.36
C 4.323 -0.735 0.404 0.03 -0.03 0.01
C 4.281 -0.202 -0.997 -0.12 0.02 0.17
C 5.465 0.029 -1.680 0.30 0.13 -0.23
C 5.465 0.458 -3.000 -0.08 -0.05 0.04
C 4.252 0.629 -3.649 0.37 0.10 -0.20
C 3.072 0.405 -2.966 -0.25 0.03 0.08
C 3.053 0.015 -1.631 -0.27 -0.11 0.02
Sb 1.151 -0.359 -0.531 0.49 -0.07 -0.72
C 1.436 -2.475 -0.983 0.26 -0.11 -0.01
C 1.881 -2.829 -2.254 -0.12 0.26 0.10
C 2.196 -4.133 -2.573 0.12 -0.46 -0.17
C 2.079 -5.128 -1.611 -0.06 0.27 0.11
C 1.651 -4.782 -0.336 0.15 -0.52 -0.30
C 1.340 -3.473 -0.001 -0.13 0.52 0.11
C 0.913 -3.136 1.389 0.13 0.01 -0.04
C -0.001 -0.017 -2.363 -0.39 0.08 0.31
C -0.736 -1.054 -2.934 0.45 -0.21 0.10
C -1.629 -0.839 -3.965 -0.32 0.24 -0.49
C -1.805 0.443 -4.475 0.18 -0.12 0.23
C -1.090 1.492 -3.907 -0.16 -0.08 -0.47
C -0.221 1.284 -2.846 0.43 -0.19 0.11
C 0.460 2.451 -2.199 -0.08 0.06 0.03
H 5.339 -0.728 0.800 -0.01 0.00 0.06
H 3.959 -1.763 0.410 -0.03 -0.10 0.09
H 3.678 -0.159 1.067 -0.01 0.03 0.12
H 6.414 -0.123 -1.176 -0.02 -0.04 0.06
H 6.400 0.644 -3.516 0.01 -0.01 0.00
H 4.231 0.942 -4.688 -0.03 -0.01 0.00
H 2.135 0.529 -3.492 -0.03 0.02 -0.08
H 1.982 -2.060 -3.008 0.03 0.00 -0.12
H 2.541 -4.381 -3.569 0.01 0.01 -0.07
H 2.326 -6.157 -1.844 -0.01 -0.01 -0.02
H 1.560 -5.555 0.417 -0.03 0.03 0.09
H 0.795 -4.029 2.003 -0.14 0.13 0.01
H -0.035 -2.589 1.392 -0.05 -0.22 0.22
H 1.640 -2.478 1.868 0.04 0.04 0.08
H -0.578 -2.067 -2.583 -0.12 0.04 0.01
H -2.188 -1.665 -4.387 0.02 -0.03 0.05
H -2.491 0.625 -5.294 -0.01 0.00 0.04
H -1.220 2.493 -4.305 0.00 0.06 0.09
H 0.189 3.384 -2.693 0.03 0.05 0.04
H 1.543 2.340 -2.212 0.07 0.06 -0.03
H 0.147 2.504 -1.157 -0.05 0.11 0.18
C -3.583 2.945 -1.502 -0.10 -0.01 0.24
N -2.686 1.891 -1.128 0.06 0.06 -0.07
C -2.343 1.549 0.137 0.16 0.40 -0.47
N -2.860 2.274 1.156 -0.09 -0.09 0.38
O -1.476 0.677 0.308 0.08 -0.19 0.10
H -3.618 2.991 -2.588 -0.05 0.02 -0.04
H -3.228 3.910 -1.122 -0.06 0.00 -0.02
H -4.595 2.763 -1.130 -0.07 -0.01 -0.07
H -2.334 1.288 -1.851 -0.14 -0.11 0.18
H -3.800 2.617 1.029 0.00 -0.07 -0.09
H -2.702 1.797 2.076 -0.02 0.30 -0.29
Te -2.498 -2.836 3.203 -0.47 -3.07 2.12
```
Forces are in eV/Å.

***

[7]
Entry from OMol25: the ion C7H15O3SSi with charge -1 at a distorted geometry (ωB97M-V with the def2-TZVPD basis set).

The HOMO energy is -3.120 eV. As for the structure (SMILES): C=CC(CC)=[S@@](=O)([O-])O[SiH](C)C. The net charge is -1. The HOMO-LUMO gap is 0.2444 hartree. As for the energy: -32357.4846 eV. The value obtained for the relative energy (zero: lowest compared OMol25 entry of this formula, charge and spin) is 0.00 kJ/mol.

```
27
Properties=species:S:1:pos:R:3:forces:R:3
C 1.315 -1.847 -2.174 0.98 -0.73 -0.05
C 0.176 -1.514 -1.536 0.01 -0.46 -1.94
C 0.845 -2.043 1.910 -0.72 -1.28 0.25
C 0.727 1.852 -1.245 -1.32 0.51 1.19
C -0.885 2.707 1.341 -0.87 2.53 -3.09
C 0.748 -0.924 0.965 2.70 2.41 -1.11
C -0.083 -1.216 -0.206 -1.03 0.16 0.60
O -2.575 -1.803 -0.533 0.04 0.56 -0.45
O -2.062 -0.681 1.533 0.86 0.22 0.98
O -1.978 0.661 -0.543 -0.13 -1.32 0.35
Si -0.997 1.962 -0.520 1.72 0.52 2.23
S -1.679 -0.921 0.175 -1.48 0.36 -2.22
H 1.407 -2.173 -3.196 -0.84 0.37 -0.52
H 2.237 -2.146 -1.717 0.41 0.32 1.00
H -0.659 -1.436 -2.247 -0.05 -0.02 0.61
H 0.906 -1.694 2.905 0.75 0.33 1.35
H -0.160 -2.491 1.891 0.60 -0.68 0.00
H 1.671 -2.727 1.639 -0.65 0.05 0.28
H 1.103 2.626 -1.834 -0.22 1.95 -1.19
H 1.461 1.835 -0.502 1.17 -0.84 1.46
H 0.764 1.038 -1.868 0.45 -2.42 -1.25
H 0.037 2.973 1.779 1.52 -0.31 0.16
H -1.421 3.734 1.406 0.10 -1.95 -0.11
H -1.331 1.921 1.841 -1.30 -1.25 1.74
H 1.815 -0.513 0.740 -1.65 -0.67 -0.14
H 0.237 -0.048 1.358 0.36 0.08 1.06
H -1.618 2.865 -1.360 -1.40 1.56 -1.21
```
Forces are in eV/Å.

***

[8]
Entry from OMol25: the molecule C6H10OS at a distorted geometry (ωB97M-V with the def2-TZVPD basis set).

The HOMO energy is -8.561 eV. As for the structure (SMILES): CC(=S)[C@H](C)[C@@H]1CO1. The HOMO-LUMO gap is 0.3182 hartree. As for the energy: -19265.1119 eV. The value obtained for the relative energy (zero: lowest compared OMol25 entry of this formula, charge and spin) is 185.04 kJ/mol.

```
18
Properties=species:S:1:pos:R:3:forces:R:3
C -0.100 -1.664 -1.099 0.66 -0.78 -0.36
C -0.368 -0.578 -0.078 0.02 0.45 0.15
C -0.749 0.712 -0.826 -2.33 -1.29 0.04
C 0.148 1.726 -1.269 1.19 0.19 -0.09
C 0.748 -0.338 0.936 -0.79 0.37 0.43
C 0.274 0.199 2.274 -0.90 -0.69 -1.13
H 0.778 -1.481 -1.747 -0.54 0.28 0.31
H 0.106 -2.637 -0.648 0.04 0.14 0.37
H -0.977 -1.853 -1.709 -0.19 0.29 -0.29
H -1.264 -0.841 0.504 0.13 -0.03 -0.08
H -1.730 0.588 -1.373 1.14 0.06 0.44
H -0.092 2.316 -2.132 0.08 0.20 -0.37
H 1.187 1.568 -1.000 0.15 0.31 -0.29
H 1.072 0.359 2.961 0.70 0.44 0.25
H -0.291 1.117 2.004 0.11 -0.53 0.69
H -0.354 -0.590 2.736 -0.18 0.62 -0.28
O -0.683 1.950 -0.143 -0.20 0.18 0.50
S 2.295 -0.550 0.610 0.90 -0.22 -0.29
```
Forces are in eV/Å.

***

[9]
Entry from OMol25: the molecule C3H4N2O at a distorted geometry (ωB97M-V with the def2-TZVPD basis set).

The HOMO energy is -10.968 eV. As for the structure (SMILES): [H]/N=C/OCC#N. The HOMO-LUMO gap is 0.4310 hartree. As for the energy: -8202.3998 eV. The value obtained for the relative energy (zero: lowest compared OMol25 entry of this formula, charge and spin) is 143.34 kJ/mol.

```
10
Properties=species:S:1:pos:R:3:forces:R:3
N 1.742 0.188 -0.617 -0.06 -0.22 0.29
C 1.277 -0.482 0.346 0.19 0.09 -0.16
O 0.001 -0.390 0.769 0.03 -0.05 0.00
C -0.839 0.503 0.045 -0.07 0.13 -0.09
C -2.155 -0.127 -0.124 -0.89 -0.39 -0.15
N -3.195 -0.604 -0.282 1.01 0.47 0.17
H 2.717 -0.043 -0.781 -0.07 0.02 0.03
H 1.800 -1.212 0.968 -0.03 0.10 -0.11
H -0.404 0.731 -0.931 -0.09 -0.04 0.11
H -0.945 1.436 0.608 -0.01 -0.11 -0.09
```
Forces are in eV/Å.

***

[10]
Entry from OMol25: a cluster of 2 separate species, C5H9N2 in total at a distorted geometry (ωB97M-V with the def2-TZVPD basis set).

The HOMO energy is -13.578 eV. The net charge is +1. The HOMO-LUMO gap is 0.2731 hartree. As for the energy: -8300.0249 eV. The value obtained for the relative energy (zero: lowest compared OMol25 entry of this formula, charge and spin) is 550.68 kJ/mol.

```
16
Properties=species:S:1:pos:R:3:forces:R:3
C -2.258 1.885 0.796 0.00 -1.76 -1.06
C -2.108 0.888 0.105 0.40 1.68 0.51
C 1.909 0.102 0.342 2.21 0.83 -2.76
C -1.591 -1.485 -0.012 -1.11 1.96 0.74
C -1.555 -0.145 -0.645 -0.01 0.64 3.28
N 3.191 0.386 -0.055 -0.66 -0.52 -0.18
N 0.915 0.119 -0.430 -3.44 -0.97 -1.48
H -2.408 2.696 1.451 -0.14 0.51 0.31
H 1.781 -0.138 1.349 -0.17 0.03 1.73
H -1.019 -2.048 -0.649 0.48 -2.60 -1.31
H -1.111 -1.499 0.962 0.24 0.49 0.12
H -2.653 -1.667 0.284 0.60 -0.58 -0.94
H -1.315 0.126 -1.636 0.25 -0.36 -1.15
H 3.884 0.273 0.674 0.31 0.08 -0.66
H 3.433 0.457 -1.074 -0.23 -0.08 1.87
H 0.904 0.049 -1.460 1.28 0.67 0.99
```
Forces are in eV/Å.

***

[11]
Entry from OMol25: a cluster of 2 separate species, C4H11NO2 in total at a distorted geometry (ωB97M-V with the def2-TZVPD basis set).

The HOMO energy is -9.343 eV. As for the structure (SMILES): CC(=O)N(C)C.O. The HOMO-LUMO gap is 0.3578 hartree. As for the energy: -9911.2534 eV. The value obtained for the relative energy (zero: lowest compared OMol25 entry of this formula, charge and spin) is 95.37 kJ/mol.

```
18
Properties=species:S:1:pos:R:3:forces:R:3
O 2.247 -0.601 -0.302 0.75 -0.13 -0.03
C 1.214 -0.922 0.254 0.30 1.10 -0.87
N 1.138 -2.018 1.041 -1.16 -1.62 1.71
C 0.000 0.000 0.000 -0.33 -0.43 0.62
C -0.156 -2.268 1.760 0.58 0.48 -0.15
C 2.363 -2.701 1.584 -0.22 0.78 -0.94
H 0.366 1.017 -0.218 0.02 -0.67 0.06
H -0.669 0.047 0.876 0.13 0.06 -0.47
H -0.580 -0.358 -0.867 0.22 0.07 0.35
H -0.313 -1.432 2.463 -0.21 -0.45 -0.03
H -0.151 -3.211 2.332 0.27 0.40 -0.43
H -0.999 -2.292 1.049 0.42 -0.05 0.29
H 2.173 -3.739 1.907 -0.35 0.54 -0.30
H 2.781 -2.139 2.436 -0.17 -0.13 -0.28
H 3.110 -2.716 0.773 -0.29 0.04 0.46
O 2.652 -6.248 4.897 -0.07 1.21 -0.35
H 2.604 -5.461 5.485 0.06 -0.83 -0.66
H 2.654 -5.878 3.986 0.02 -0.38 1.01
```
Forces are in eV/Å.

***

[12]
Entry from OMol25: the molecule C4H7N3O at a distorted geometry (ωB97M-V with the def2-TZVPD basis set).

The HOMO energy is -8.702 eV. As for the structure (SMILES): C1=N\NC/C=N\OC/1. The HOMO-LUMO gap is 0.3539 hartree. As for the energy: -10775.2738 eV. The value obtained for the relative energy (zero: lowest compared OMol25 entry of this formula, charge and spin) is 431.62 kJ/mol.

```
15
Properties=species:S:1:pos:R:3:forces:R:3
C -0.841 -1.152 0.531 1.36 -0.44 0.40
C -0.075 1.620 -0.205 0.77 -0.19 0.14
C 1.352 1.128 0.073 -0.77 -1.50 -0.93
C 0.198 -1.618 -0.501 -0.80 -0.02 1.53
H -1.498 -1.918 0.948 0.07 -0.21 -0.62
H -0.243 -0.814 1.390 -0.38 0.38 -0.08
H -2.598 -0.147 -0.047 -1.03 -0.49 0.22
H 0.019 2.683 -0.473 -0.40 -0.29 0.10
H 1.775 1.677 0.872 0.47 0.87 0.65
H 1.852 1.313 -0.877 0.46 0.25 0.01
H -0.072 -2.409 -1.161 -0.01 -0.31 -0.77
N -1.617 -0.141 -0.095 0.28 0.57 -0.22
N -1.236 1.122 -0.306 0.12 0.87 -0.09
N 1.353 -1.120 -0.596 0.19 -0.25 -0.63
O 1.629 -0.223 0.448 -0.33 0.74 0.29
```
Forces are in eV/Å.